{
  "formula": "C5H13NO2",
  "method": "the ωB97M-V functional and the def2-TZVPD basis",
  "smiles": "NCCCCC=O.O",
  "e_above_lowest_ev": 3.2876,
  "total_energy_ev": -10978.591,
  "total_charge": 0,
  "max_force_ev_per_a": 6.36,
  "homo_energy_ev": -8.60,
  "elements": ["N", "C", "C", "C", "C", "C", "O", "H", "H", "H", "H", "H", "H", "H", "H", "H", "H", "H", "O", "H", "H"],
  "xyz": [[-0.2096, 0.5597, 2.3267], [-0.5625, -0.6588, 1.4857], [0.4101, -1.3408, 0.4968], [0.3089, -0.8368, -0.8908], [1.4362, -0.1745, -1.3710], [1.2079, 1.2805, -1.4716], [1.2942, 2.1070, -0.5996], [0.3364, 0.2532, 3.1222], [0.2944, 1.2803, 1.7405], [-1.4845, -0.2489, 0.9503], [-0.9871, -1.3601, 2.2618], [0.1966, -2.5166, 0.5362], [1.3392, -1.2271, 0.9930], [-0.6580, -0.3445, -1.1379], [0.2911, -1.8100, -1.4461], [2.2866, -0.2472, -0.6851], [1.6977, -0.4446, -2.4511], [0.7070, 1.5805, -2.4007], [-2.8506, -0.5308, -0.2159], [-3.5768, -1.1125, 0.0358], [-3.3265, 0.0517, -0.7769]]
}



{
  "formula": "C5H13NO2",
  "method": "the ωB97M-V functional and the def2-TZVPD basis",
  "smiles": "CC(C)C.O=CNO",
  "e_above_lowest_ev": 3.0648,
  "total_energy_ev": -10978.814,
  "total_charge": 0,
  "max_force_ev_per_a": 2.90,
  "homo_energy_ev": -10.20,
  "elements": ["C", "C", "C", "C", "H", "H", "H", "H", "H", "H", "H", "H", "H", "H", "O", "C", "N", "O", "H", "H", "H"],
  "xyz": [[1.2735, -1.6484, -1.6363], [0.7539, -0.8885, -0.4336], [-0.6480, -0.0782, -0.8496], [0.5299, -1.7727, 0.7709], [0.6605, -2.5253, -1.8424], [1.2809, -1.0153, -2.5188], [2.2951, -1.9807, -1.4530], [1.4478, -0.0875, -0.1738], [-1.3927, 0.3142, -0.1604], [-0.3890, 0.6108, -1.6592], [-1.2447, -0.8826, -1.2817], [1.4934, -2.0628, 1.1976], [-0.0012, -1.2276, 1.5582], [-0.0722, -2.6491, 0.5212], [1.1432, 1.7956, 1.1248], [-0.0558, 1.6983, 1.2884], [-0.9245, 2.6863, 0.8859], [-2.3020, 2.4441, 0.9451], [-0.5260, 1.0209, 2.0194], [-0.6565, 3.2211, 0.0670], [-2.6659, 3.0273, 1.6303]]
}



{
  "formula": "C5H13NO2",
  "method": "the ωB97M-V functional and the def2-TZVPD basis",
  "smiles": "N/C=C/CCCO.O",
  "e_above_lowest_ev": 1.9927,
  "total_energy_ev": -10979.886,
  "total_charge": 0,
  "max_force_ev_per_a": 1.30,
  "homo_energy_ev": -8.00,
  "elements": ["N", "C", "C", "C", "C", "C", "O", "H", "H", "H", "H", "H", "H", "H", "H", "H", "H", "H", "O", "H", "H"],
  "xyz": [[0.6753, 1.0855, 3.2394], [0.6705, 0.7869, 1.8994], [0.0596, -0.2192, 1.2712], [0.3499, -0.6233, -0.1322], [-0.6490, -0.1704, -1.2220], [-2.0788, -0.2203, -0.7114], [-2.4460, -1.5767, -0.3694], [0.2767, 0.4252, 3.8730], [0.9799, 1.9819, 3.5666], [1.3893, 1.3182, 1.2617], [-0.5652, -0.8863, 1.8758], [1.3228, -0.1969, -0.4229], [0.5626, -1.7100, -0.1536], [-0.5190, -0.8575, -2.0760], [-0.4068, 0.8610, -1.5247], [-2.1862, 0.3389, 0.2212], [-2.8610, 0.1038, -1.4164], [-1.9613, -1.7732, 0.4289], [2.3313, 0.7337, -2.9918], [3.1343, 0.7261, -3.5474], [1.9211, -0.1274, -3.0691]]
}



{
  "formula": "C5H13NO2",
  "method": "the ωB97M-V functional and the def2-TZVPD basis",
  "e_above_lowest_ev": 3.0750,
  "total_energy_ev": -10978.804,
  "total_charge": 0,
  "max_force_ev_per_a": 2.03,
  "homo_energy_ev": -7.20,
  "elements": ["C", "C", "C", "O", "O", "H", "H", "H", "H", "H", "C", "C", "N", "H", "H", "H", "H", "H", "H", "H", "H"],
  "xyz": [[-0.7899, 0.9289, -0.5215], [-1.9130, 1.8061, -1.0472], [0.3952, 0.7277, -1.5334], [0.2739, 1.3361, -2.5937], [1.3016, -0.0350, -1.1124], [-0.3135, 1.4269, 0.3353], [-1.1573, -0.0576, -0.2890], [-1.5142, 2.7260, -1.4688], [-2.5604, 2.1339, -0.2236], [-2.5036, 1.2877, -1.7984], [0.4772, -1.3801, 1.3735], [0.0316, -2.7691, 1.8487], [0.6569, -0.4514, 2.5436], [1.3144, -1.3199, 0.7311], [-0.3618, -0.9888, 0.8295], [-0.6044, -2.6105, 2.7228], [0.8751, -3.3249, 2.2698], [1.0624, -0.9549, 3.3357], [1.3123, 0.2961, 2.3035], [-0.2402, -0.0845, 2.8603], [-0.3618, -3.2866, 0.9828]]
}